A 6-piece molecular cluster, C32H58O19 overall. Source: the OMol25 dataset; level of theory: ωB97M-V with the def2-TZVPD basis set.

2S+1 ... 1
Kohn-Sham gap ... 9.35 eV
HOMO level ... -10.08 eV
Charge ... 0
ΔE to the lowest compared entry with this formula, charge and spin ... 0.000 eV
SMILES ... CCOCCC1=C(CC(C)C)C(=O)OC1=O.CCOC(=O)OC.CCOC(=O)OC.CCOC(=O)OC.CCOC(=O)OC.CCOC(=O)OC

Geometry (Å):
C 8.317431 -10.522924 1.779368
C 6.847550 -10.177940 1.612562
O 6.645078 -8.772850 1.594705
C 5.957001 -8.283325 0.473324
C 4.474716 -8.663251 0.481014
C 3.639019 -7.998379 1.532331
C 2.381953 -8.342179 1.864900
C 1.596555 -9.435540 1.204503
C 0.127056 -9.621800 1.647187
C 0.022020 -10.814845 2.607991
C -0.809336 -9.841562 0.436646
C 1.958660 -7.456176 2.983490
O 0.992630 -7.509172 3.687205
O 2.929476 -6.495598 3.160794
C 4.029182 -6.843380 2.386003
O 5.050905 -6.233588 2.464609
H 8.862785 -10.499288 0.836620
H 8.379117 -11.552607 2.143832
H 8.795744 -9.892866 2.525691
H 6.469838 -10.663344 0.707767
H 6.294303 -10.594291 2.460486
H 6.044780 -7.198885 0.502984
H 6.404570 -8.607984 -0.473601
H 4.404979 -9.740071 0.675113
H 4.026895 -8.520510 -0.506375
H 1.603616 -9.211596 0.133128
H 2.145222 -10.376616 1.308127
H -0.224511 -8.736114 2.167340
H 0.482173 -10.572378 3.565986
H -1.022003 -11.087059 2.759124
H 0.537354 -11.669051 2.163849
H -1.006299 -10.906051 0.303198
H -0.394586 -9.422351 -0.479122
H -1.769256 -9.356179 0.614087
C 1.677026 -3.850302 1.986837
C 0.971962 -3.639149 0.664312
O -0.299560 -2.988939 0.820544
C -0.248033 -1.678412 1.040739
O 0.748160 -1.002038 1.083643
O -1.493675 -1.231946 1.195132
C -1.582746 0.158724 1.520009
H 1.035510 -4.392600 2.681942
H 2.592648 -4.413021 1.836062
H 1.937281 -2.898272 2.447302
H 0.737823 -4.598161 0.203677
H 1.588628 -3.074501 -0.035187
H -1.041439 0.767162 0.798924
H -1.194521 0.337552 2.521711
H -2.637609 0.416263 1.491841
C -0.127460 6.765860 2.273214
C 0.480823 6.074520 1.072332
O 1.498787 5.142466 1.463984
C 1.063174 3.969630 1.912825
O -0.082524 3.589463 1.923017
O 2.113054 3.275115 2.339377
C 1.797737 2.004761 2.921442
H 0.652637 7.236819 2.872348
H -0.833419 7.530453 1.948807
H -0.652391 6.058382 2.912801
H 0.986435 6.803411 0.442528
H -0.271142 5.573038 0.462999
H 1.204800 1.395474 2.242790
H 1.267635 2.148019 3.862422
H 2.745462 1.510273 3.110014
C -3.694314 5.345903 -2.125004
C -2.835595 5.860266 -3.260919
O -3.296515 7.131564 -3.750231
C -3.001332 8.179485 -2.983406
O -2.379831 8.153224 -1.953985
O -3.511646 9.268531 -3.558739
C -3.326031 10.473098 -2.810140
H -4.741201 5.306267 -2.427776
H -3.374064 4.344796 -1.836234
H -3.622861 5.994233 -1.253042
H -2.899907 5.186388 -4.113402
H -1.786793 5.932420 -2.972539
H -2.275710 10.624835 -2.572155
H -3.913996 10.441770 -1.894390
H -3.679445 11.280767 -3.443961
C -1.114541 7.967257 -6.474267
C -1.461876 6.556724 -6.897116
O -0.750795 6.165786 -8.082524
C 0.527160 5.843223 -7.899756
O 1.111693 5.813046 -6.848132
O 1.049792 5.533885 -9.087326
C 2.443449 5.218241 -9.052356
H -1.288363 8.662768 -7.296426
H -1.726692 8.266832 -5.624456
H -0.066231 8.045590 -6.188661
H -2.516793 6.494965 -7.156902
H -1.270970 5.837580 -6.100448
H 2.646187 4.431016 -8.329828
H 3.025695 6.105128 -8.807411
H 2.701512 4.876195 -10.050186
C -7.312164 5.891943 4.413152
C -7.336184 4.454901 3.938504
O -6.442683 4.235876 2.836969
C -5.150788 4.152034 3.157833
O -4.692371 4.208473 4.269516
O -4.456827 3.974145 2.036683
C -3.034690 3.921729 2.219566
H -7.522988 6.568987 3.584287
H -8.062421 6.043001 5.189371
H -6.337352 6.153048 4.821851
H -8.321998 4.200329 3.553836
H -7.100504 3.761594 4.745649
H -2.762832 3.167741 2.953773
H -2.660488 4.893944 2.528643
H -2.605376 3.660176 1.258830

Atoms 1-2, force components in eV/Å:
C -0.1041 -0.4917 0.0599
C 0.2060 -0.1384 0.2952

=====

C32H60F6N3O22S2V as an isolated structure at a distorted geometry. Source: the OMol25 dataset; level of theory: ωB97M-V with the def2-TZVPD basis set.

2S+1 ... 1
Kohn-Sham gap ... 6.20 eV
HOMO level ... -2.61 eV
Charge ... -2

Geometry (Å):
O -1.483832 -0.609801 2.448398
V -0.623702 -0.865001 1.107858
O 0.516758 0.297479 1.031128
C 3.186378 0.020269 3.064608
F 2.186648 -0.500391 3.789498
F 2.895928 0.934759 2.211938
F 3.987818 0.513299 3.991228
S 4.162318 -1.428441 2.172988
O 3.690548 -1.527601 0.808298
O 5.589648 -1.046861 2.050418
O 3.927168 -2.641331 2.961118
C -0.532182 -3.508221 4.502328
F -0.402682 -2.277481 5.120698
F -0.182372 -4.551891 5.259048
F -1.804652 -3.604431 4.206638
S 0.572458 -3.586041 2.853328
O 0.560258 -2.257501 2.269328
O 1.909278 -3.907951 3.309868
O -0.018472 -4.623361 2.000178
C -5.108092 -0.893011 -1.695662
C -4.150682 0.244899 -2.085272
C -5.012622 1.341549 -2.887122
C -5.667602 2.392129 -1.983232
C -4.719632 2.920199 -0.860142
C -3.985752 1.860619 -0.045632
N -3.327532 0.922499 -1.018532
O -2.299262 0.115359 -0.411382
C -5.017412 1.128569 0.882248
C -2.884092 2.511599 0.849508
C -3.206012 -0.298171 -3.178242
H -5.342812 -1.600201 -2.491212
H -6.079262 -0.548661 -1.340202
H -4.780932 -1.467701 -0.829182
H -5.888102 0.907339 -3.369912
H -4.364972 1.937149 -3.530482
H -6.616212 1.973759 -1.646772
H -5.928902 3.173099 -2.697302
H -5.388592 3.542699 -0.265922
H -3.977422 3.628139 -1.228992
H -5.373622 1.777249 1.682508
H -4.538692 0.241049 1.296058
H -5.887202 0.772299 0.330298
H -3.173882 3.458039 1.305988
H -1.975532 2.777959 0.309438
H -2.622682 1.893249 1.708228
H -3.785772 -0.669131 -4.023442
H -2.486672 -1.046651 -2.845932
H -2.608172 0.525509 -3.568432
C -1.277932 2.980269 -2.475902
C -0.247412 2.037019 -1.885472
O 0.983498 2.517449 -2.375582
C 0.816398 3.630949 -3.040282
O 1.792108 4.282579 -3.475172
O -0.534502 3.895229 -3.200162
H -1.789312 3.552319 -1.701722
H -2.027952 2.501189 -3.105232
H -0.468952 1.023789 -2.220722
H -0.365912 2.112679 -0.804582
C -3.558612 1.003369 4.590558
C -3.341532 1.724129 5.949308
O -4.536222 2.273709 6.170468
C -5.449312 1.787099 5.389668
O -6.637122 2.166229 5.359098
O -4.933062 0.834409 4.590808
H -3.070892 0.029069 4.559268
H -3.325292 1.661699 3.753738
H -2.663922 2.575269 6.016338
H -3.169132 1.021629 6.764708
C 1.325158 4.969769 2.361728
C 1.080448 3.692039 1.734638
O 1.029588 4.065599 0.418248
C 0.870308 5.397829 0.288868
O 0.654918 6.113599 -0.755622
O 0.760528 5.926969 1.454078
H 2.371818 5.245719 2.490038
H 0.792858 5.113309 3.302018
H 0.233088 3.087839 2.058698
H 2.002198 3.188519 2.026068
C 3.870388 2.029849 -0.281282
O 5.004128 1.233799 -0.590892
C 4.752578 0.499829 -1.731182
C 5.951478 -0.537131 -1.885902
N 5.979208 -1.341591 -0.571232
C 5.881568 -2.785661 -1.064582
C 7.278508 -3.260461 -1.578172
O 8.226778 -3.027731 -0.532262
C 9.346398 -3.903721 -0.701692
H 3.878988 2.596509 0.649798
H 2.981158 1.420689 -0.119132
H 3.822308 2.786299 -1.064592
H 4.806028 1.165269 -2.592842
H 3.800688 -0.030021 -1.695512
H 6.860968 0.030979 -2.081272
H 5.706948 -1.146471 -2.755962
H 5.010008 -1.255651 -0.300392
H 5.097998 -2.890211 -1.815042
H 5.563548 -3.470601 -0.278562
H 7.584988 -2.856041 -2.542862
H 7.111498 -4.290711 -1.892472
H 10.021028 -3.663551 0.120068
H 9.872258 -3.719281 -1.638472
H 9.114458 -4.953081 -0.519622
C -3.242912 -3.030151 1.692578
O -1.920992 -2.757131 1.132498
C -1.721982 -3.575601 -0.111802
C -0.460102 -3.281841 -0.965602
N -0.085562 -1.823381 -0.853132
C 1.138038 -1.516781 -1.660552
C 1.018878 -1.715481 -3.203702
O -0.223552 -1.228491 -3.784022
C -0.315522 -1.354961 -5.186262
H -3.420792 -2.599771 2.678088
H -3.252682 -4.082161 1.977658
H -4.054342 -2.727641 1.030628
H -2.586942 -3.495811 -0.770272
H -1.686672 -4.613271 0.219988
H -0.665862 -3.653521 -1.969402
H 0.393798 -3.818801 -0.552522
H -0.836312 -1.290801 -1.268862
H 2.013408 -2.054561 -1.296392
H 1.332618 -0.448301 -1.567882
H 0.955418 -2.793501 -3.351872
H 1.919748 -1.255521 -3.609862
H -1.269702 -1.075361 -5.632862
H -0.213252 -2.405241 -5.459292
H 0.406378 -0.795451 -5.781162

Atoms 1-2, force components in eV/Å:
O 0.5507 0.4724 -1.2360
V 0.3300 2.1730 2.4707

=====

A 4-piece molecular cluster, C32H60N5O7 overall at a distorted geometry. Source: the OMol25 dataset; level of theory: ωB97M-V with the def2-TZVPD basis set.

2S+1 ... 4
Kohn-Sham gap (spin up / spin down) ... 8.80 / 9.45 eV
HOMO level (spin up / spin down) ... -8.74 / -9.46 eV
Charge ... 0
Expectation value of S² ... 3.763

Geometry (Å):
C -1.732267 3.503382 -1.580814
C -2.198832 4.958159 -1.921406
N -1.792304 5.920536 -1.217795
C -3.122901 5.177356 -3.155297
O -3.084396 4.077216 -4.085362
C -1.995899 4.085528 -4.881167
O -2.020908 3.477156 -5.880244
O -0.804667 4.752580 -4.537138
O -0.586237 5.701784 -5.542782
C -0.478339 6.896094 -4.928140
N -0.596516 7.997917 -4.716035
H -0.957960 3.173520 -2.319544
H -1.212339 3.470824 -0.597061
H -2.563631 2.770914 -1.602196
H -1.199763 5.580361 -0.458052
H -2.807444 6.148793 -3.606616
H -4.169531 5.342460 -2.816233
C -1.967364 -2.002578 2.769370
C -1.564875 -0.624989 2.198886
C -0.809294 0.158515 3.280310
C -1.719662 0.604725 4.419702
C -2.909211 1.398034 3.887565
C -3.659232 0.732153 2.720007
N -2.755103 0.123461 1.699381
O -2.323018 1.093312 0.923541
C -4.626170 -0.350949 3.245124
C -4.601738 1.790559 2.117957
C -0.595777 -0.983336 1.059843
H -1.086677 -2.636956 2.889963
H -2.422829 -1.958901 3.756073
H -2.652136 -2.522062 2.095260
H -0.329405 1.040725 2.842612
H 0.001451 -0.454081 3.687164
H -2.065148 -0.253715 5.002977
H -1.151225 1.228642 5.114301
H -3.604979 1.591190 4.708465
H -2.539129 2.378886 3.568136
H -5.098506 -0.883667 2.416444
H -5.426138 0.098299 3.836954
H -4.157400 -1.083614 3.897942
H -4.071581 2.695582 1.818698
H -5.348128 2.097385 2.852627
H -5.133660 1.399446 1.247439
H -1.095436 -1.580840 0.294130
H 0.242308 -1.571687 1.439490
H -0.160284 -0.108017 0.576693
C 0.681498 -1.575228 -5.690888
C 0.127265 -2.283126 -4.435042
C -1.027669 -3.202402 -4.852162
C -2.265898 -2.422651 -5.280773
C -2.698330 -1.445514 -4.192331
C -1.570695 -0.559081 -3.634838
N -0.292199 -1.295302 -3.398062
O -0.402994 -1.936679 -2.255081
C -1.297946 0.627704 -4.582164
C -2.108783 0.117755 -2.363156
C 1.310559 -3.140526 -3.956442
H 1.216984 -2.285860 -6.323940
H -0.083877 -1.144999 -6.332109
H 1.386922 -0.787103 -5.418365
H -1.296355 -3.870779 -4.026725
H -0.709822 -3.851613 -5.673780
H -2.086955 -1.891156 -6.219740
H -3.081837 -3.121357 -5.483670
H -3.503723 -0.815411 -4.579000
H -3.137230 -2.029493 -3.375217
H -0.442829 1.213537 -4.233727
H -2.156831 1.299494 -4.616505
H -1.114142 0.339285 -5.614228
H -2.479743 -0.603309 -1.633865
H -2.950305 0.771435 -2.599469
H -1.343137 0.728180 -1.881363
H 2.163906 -2.510808 -3.692669
H 1.632440 -3.820723 -4.746998
H 1.065137 -3.762082 -3.094918
C 5.654228 -2.591115 4.748195
C 4.490973 -1.577951 4.673597
C 3.219116 -2.312598 4.232018
C 3.276770 -2.750238 2.771635
C 3.580423 -1.564673 1.859844
C 4.778641 -0.704082 2.296089
N 4.820433 -0.442020 3.765242
O 3.977111 0.534724 4.021754
C 6.105627 -1.365492 1.864859
C 4.740559 0.590657 1.463941
C 4.328866 -1.112812 6.130187
H 5.517094 -3.267443 5.594483
H 5.735718 -3.238397 3.878240
H 6.609876 -2.081862 4.890763
H 2.342389 -1.670852 4.376060
H 3.056460 -3.190829 4.864456
H 4.019687 -3.540101 2.628899
H 2.316228 -3.188622 2.486556
H 3.740096 -1.932700 0.842864
H 2.681066 -0.939349 1.817608
H 6.960958 -0.802111 2.244971
H 6.191780 -1.386757 0.776738
H 6.209441 -2.399693 2.185250
H 3.788542 1.114590 1.555965
H 4.869099 0.365340 0.403852
H 5.539721 1.275021 1.757486
H 5.238736 -0.622045 6.483997
H 4.137029 -1.965999 6.783359
H 3.494199 -0.424884 6.267147

Atoms 1-2, force components in eV/Å:
C 0.0053 0.2912 -0.6587
C 0.5655 -1.9400 0.3881

=====

- Which formula does entry 1 have?
  C32H58O19